Arrangement i

Computed, not measured: 10 unconnected molecules or ions with the total composition C24H68O10, with ωB97M-V/def2-TZVPD.

HOMO-LUMO gap   9.70 eV
HOMO energy   -9.26 eV
SMILES string   CC(C)O.CC(C)O.CC(C)O.CC(C)O.CCO.CCO.CCO.CCO.CCO.CCO

Structure (ORCA input):
```
! wB97M-V def2-TZVPD RIJCOSX def2/J DEFGRID3
* xyz 0 1
C -2.912 -2.041 1.744
H 1.018 1.566 4.644
H -3.104 4.089 1.188
C 1.387 2.114 3.778
C 1.927 -4.173 -0.847
H 1.485 2.849 -0.985
H -1.311 0.204 3.702
H -1.194 2.218 5.192
H -0.415 3.976 -3.627
H -2.477 -4.272 -4.819
O -3.278 1.293 1.375
C 2.478 -3.567 -2.122
H 0.925 -5.770 -0.338
H -0.427 -3.611 -2.638
C 2.739 4.013 0.286
H 1.377 0.717 0.302
H -2.865 1.678 -0.604
H 5.514 0.317 0.465
H -3.245 1.316 -4.323
O -0.605 2.654 -5.856
H -1.843 3.364 -2.847
H 4.663 -1.330 0.454
H -0.153 3.489 3.070
C 2.142 3.705 -1.098
H 1.683 4.512 -1.666
H -0.990 2.540 -6.726
H -1.209 -3.222 2.302
H 3.832 -5.198 -0.431
C 4.626 -0.266 0.228
C -3.273 2.195 0.274
H -2.949 -4.001 -0.017
C -1.444 -3.538 -3.032
H -4.329 2.323 -0.015
H -0.450 1.762 2.734
H -2.654 -0.417 4.776
C 0.322 0.614 0.040
C -2.288 1.221 -4.840
H -1.662 -1.594 -2.762
O -1.721 -2.219 -3.492
H -1.698 0.441 -4.346
C 0.313 2.537 2.793
H 3.448 -3.870 0.689
C -1.741 0.174 4.697
H 2.843 3.791 3.675
H -2.427 0.766 -5.822
H -3.236 -1.606 2.690
H 4.285 3.017 0.913
C 4.173 -0.013 -1.191
H 1.383 -3.381 -0.312
H -2.120 -3.719 -2.192
H 0.176 -1.507 -0.464
O 5.251 -0.281 -2.121
H -3.800 -4.181 2.688
H 2.592 -5.375 0.816
O 2.287 1.221 3.109
H 2.728 2.887 5.240
H -2.545 1.613 6.133
H -0.802 -4.528 -4.832
H -2.040 -5.209 0.853
H -2.274 -1.300 1.255
H -2.379 4.022 -0.443
H -3.832 2.352 4.634
H 3.857 0.173 0.877
H 2.106 4.577 0.973
H 3.559 4.715 0.084
H -3.796 -2.088 1.098
H 1.478 4.020 4.761
O -1.370 -0.413 -1.319
C -2.056 -4.151 0.596
C -1.052 3.097 -3.556
H 3.211 -4.231 -2.583
C 0.008 -0.521 -0.909
H 3.244 -0.527 -1.448
H -1.614 3.286 1.046
H 3.022 3.464 -1.701
H -1.181 -3.766 0.078
H 0.639 -0.428 -1.796
O -3.010 2.138 4.189
H 4.029 1.051 -1.382
C -2.219 -3.382 1.917
H -1.698 -5.529 -3.751
O 3.343 2.849 0.849
H 3.008 -2.654 -1.829
H -1.836 -0.459 -0.469
C 3.028 -4.681 0.093
H -0.548 2.292 -3.008
H -0.163 0.385 0.996
O -2.861 -4.184 2.917
H -0.091 1.531 -0.372
C -1.656 -4.511 -4.143
H 1.774 -3.222 -2.878
C -2.530 3.472 0.481
H -2.433 3.277 -5.166
O 0.943 -5.183 -1.097
C -1.611 2.613 -4.853
H 5.635 -1.133 -1.885
C -2.091 1.593 5.138
H 2.794 1.709 2.442
H -1.034 -0.313 5.374
H 0.578 2.705 1.748
H -3.499 1.792 2.180
C 2.189 3.278 4.379
*
```


Arrangement ii

Computed, not measured: 10 unconnected molecules or ions with the total composition C24H68O10, with ωB97M-V/def2-TZVPD.

HOMO-LUMO gap   10.26 eV
HOMO energy   -10.00 eV
SMILES string   CC(C)O.CC(C)O.CC(C)O.CC(C)O.CC(C)O.CC(C)O.CC(C)O.CC(C)O.O.O

Structure (ORCA input):
```
! wB97M-V def2-TZVPD RIJCOSX def2/J DEFGRID3
* xyz 0 1
O -5.256 -3.252 3.794
H -3.725 3.014 1.813
H 2.687 3.335 -0.536
H -6.822 -2.093 -1.758
H -2.485 0.416 4.771
C 5.794 1.563 0.583
O -6.412 -1.502 -2.397
H -1.393 -0.631 4.994
H -3.376 -1.072 -3.574
H -0.174 -4.727 -4.699
H -1.282 0.979 0.069
C 0.927 1.491 -3.239
H -4.501 0.320 -3.187
H -2.280 -4.817 -3.669
O 0.864 -0.228 4.114
H 0.279 -5.051 -2.255
H -4.759 -2.186 -0.191
H 1.788 -1.580 5.419
H 4.340 7.234 -1.119
H -0.356 -3.675 -1.387
H 2.469 -1.543 2.430
H -5.214 -3.231 1.900
H 0.083 3.430 -2.602
H 6.568 0.812 0.813
C -3.224 -3.779 2.453
H 4.826 2.431 -1.199
H 4.168 4.942 -1.563
O 2.213 1.907 -2.849
H 5.284 0.702 -1.338
H -4.626 -0.453 -0.616
H 0.313 2.400 1.035
H -2.526 -3.700 3.291
O 0.095 -3.817 -4.706
H 3.065 7.228 0.154
C -4.424 -0.750 -3.434
O 6.369 2.726 1.180
H 3.422 -0.849 3.757
H 3.238 -2.579 3.705
O -2.075 -0.125 5.462
H -1.087 -1.538 -0.058
C 4.543 1.178 1.323
C -2.072 -3.740 -3.560
O -3.836 2.076 1.605
H 1.216 1.453 -0.116
C 0.437 -2.572 4.067
H 1.208 -3.579 -2.210
H -5.003 -0.979 -4.331
H -4.843 -2.951 4.619
H -2.953 1.729 1.690
O 4.675 5.003 0.354
H 0.391 -0.909 -0.756
H -0.054 0.227 -4.654
C -0.209 -0.931 0.169
H -3.306 -1.655 -1.045
H 1.616 -0.190 -4.348
H -0.811 2.557 -3.910
C 2.418 4.381 -0.444
H 0.933 -3.459 4.442
H -2.519 -3.398 -2.628
H 0.271 -2.599 2.991
C -4.491 -2.897 2.648
H 6.550 1.977 -1.363
H 4.434 5.397 1.197
C 1.495 -1.493 4.370
C -4.389 -1.478 -0.937
H 0.416 0.926 -2.446
C 0.961 0.635 -4.518
H -0.491 0.244 2.671
H -2.713 -3.509 1.519
H 5.852 3.488 0.891
C 5.577 1.669 -0.945
C 0.658 1.375 0.820
C -0.548 -3.404 -3.471
H 1.873 4.656 0.482
H -4.745 -2.700 -2.663
C -4.198 -1.384 2.631
H -2.460 -3.135 -4.399
H 1.363 1.198 -5.338
C 3.414 6.746 -0.782
H 3.837 2.042 1.385
H 4.744 0.901 2.376
C -0.556 0.468 0.704
H -3.470 -1.292 3.441
H -3.635 -4.769 2.392
H 1.742 4.614 -1.280
C 2.718 -1.638 3.491
O -1.179 0.349 2.001
C 0.160 2.816 -3.490
H 0.344 -1.466 0.969
H 2.699 1.110 -2.568
H 2.612 6.915 -1.496
H -0.403 -2.294 -3.497
C 3.659 5.233 -0.640
H 1.335 0.508 4.492
H -3.714 -1.118 1.691
H -0.492 -2.368 4.607
H -5.114 -0.776 2.782
H 3.987 0.351 0.870
C 0.189 -3.972 -2.279
H 1.312 1.050 1.640
C -5.014 -1.698 -2.330
H 0.789 3.323 -4.248
*
```


Stability, lowest: arrangement i